(1)
Computed, not measured: a 2-piece molecular cluster, C31H60FN4O9P2S overall, with ωB97M-V/def2-TZVPD.

Last column: Löwdin charge in e.
Geometry (Å):
C 2.3120 2.1914 0.2003  0.03
C 2.2542 1.1782 -0.6552  -0.17
C 1.5251 1.2469 -1.9696  -0.15
C -0.0170 1.1137 -1.9430  -0.20
C -0.7543 0.4569 -0.7708  -0.26
N -0.6618 1.2604 0.4647  0.11
C -0.4904 -1.0657 -0.5463  -0.30
C 0.4905 -1.3453 0.5915  -0.11
C 0.4442 -2.7618 1.1584  -0.16
F 0.3660 -3.7336 0.1688  -0.03
C -1.8715 -1.6934 -0.1715  -0.18
C -2.4994 -1.2956 1.1775  -0.41
S -4.2498 -0.7948 0.9824  1.03
C -4.0704 0.5492 -0.1020  -0.68
N -4.0817 0.5323 -1.3909  0.06
N -3.8450 1.8228 -1.8245  0.06
C -3.7265 2.5342 -0.7631  -0.18
O -3.8594 1.8157 0.3575  0.03
C -0.1541 -1.7223 -1.9322  -0.17
C 1.3340 -1.9492 -2.2693  -0.14
C 1.7348 -3.3748 -2.6527  -0.17
C 3.2290 -3.3861 -3.0161  -0.19
C 3.5872 -2.5286 -4.2369  -0.14
C 4.0775 -1.1024 -3.9344  -0.22
O 4.5469 -0.9678 -2.6016  -0.18
C 5.5498 0.0147 -2.4678  -0.28
C 5.9051 0.1495 -0.9870  -0.06
C -0.9199 -1.0145 -3.0685  -0.22
C -0.8565 -1.8339 -4.3587  -0.15
C -2.1659 -1.7567 -5.1685  -0.08
C -3.2463 -2.6373 -4.5700  -0.50
O -4.3695 -2.2507 -4.3535  0.13
O -2.8575 -3.9145 -4.2979  0.10
N -0.5938 0.4720 -3.2043  -0.10
P 0.3378 0.9753 -4.7400  0.98
C 0.3766 2.8033 -4.5800  -0.22
O -0.6899 0.7623 -5.9810  -0.26
H 2.5262 2.0327 1.2486  0.07
H 2.1671 3.2173 -0.1278  0.07
H 2.8280 0.2861 -0.4315  0.09
H 2.0101 0.5559 -2.6568  0.06
H 1.7543 2.2394 -2.3672  0.10
H -0.4020 2.1347 -1.9580  0.13
H -1.8021 0.5189 -1.0697  0.09
H -1.5647 1.3107 0.9175  0.06
H -0.4061 2.2113 0.2282  0.08
H 1.5287 -1.1462 0.3465  0.09
H 0.2650 -0.6980 1.4405  0.12
H -0.3808 -2.8989 1.8587  0.11
H 1.3560 -2.9195 1.7365  0.13
H -1.8148 -2.7792 -0.2374  0.12
H -2.6047 -1.4088 -0.9273  0.07
H -2.5730 -2.1732 1.8199  0.08
H -1.9470 -0.5530 1.7489  0.06
H -3.5290 3.5865 -0.6514  0.14
H -0.6235 -2.7066 -1.9078  0.14
H 2.0314 -1.5864 -1.5187  0.11
H 1.5464 -1.3672 -3.1730  0.07
H 1.1943 -3.7358 -3.5297  0.11
H 1.6087 -4.0664 -1.8214  0.11
H 3.4582 -4.4197 -3.2881  0.11
H 3.8334 -3.1681 -2.1380  0.11
H 4.2970 -3.0282 -4.8917  0.11
H 2.6727 -2.4101 -4.8306  0.10
H 3.3100 -0.3393 -4.1187  0.08
H 4.9045 -0.8633 -4.6118  0.12
H 5.2160 0.9899 -2.8471  0.12
H 6.4527 -0.2490 -3.0291  0.12
H 5.3515 0.9601 -0.5180  0.06
H 6.9759 0.2473 -0.8303  0.08
H 5.6060 -0.7830 -0.5039  0.08
H -1.9608 -1.0704 -2.7397  0.14
H -0.7996 -2.8740 -4.0453  0.11
H 0.0253 -1.6726 -4.9760  0.10
H -2.5917 -0.7572 -5.1788  0.10
H -1.9962 -2.1080 -6.1874  0.14
H -3.2933 -4.1942 -3.4827  0.13
H -1.5033 0.9380 -3.2993  0.14
H -0.3758 3.1954 -3.8954  0.05
H 0.2228 3.1794 -5.5906  0.06
H 1.3819 3.0874 -4.2816  0.04
H -1.6109 0.9982 -5.7956  0.08
O -2.8665 1.3856 6.8056  -0.22
P -1.6036 1.3541 6.0583  0.44
O -0.9213 2.8088 6.0313  -0.18
C -1.1191 3.7490 7.0948  -0.27
C -0.1801 3.5279 8.2613  -0.07
O -1.9960 1.1600 4.5029  -0.20
C -3.3551 0.9750 4.1035  -0.28
C -4.0123 2.2957 3.7633  -0.06
O -0.3422 0.4045 5.9130  -0.17
C 0.7223 0.3928 6.8779  -0.26
C 0.2984 -0.1977 8.2070  -0.07
H -2.1565 3.7362 7.4316  0.11
H -0.9340 4.7321 6.6615  0.12
H -0.3083 2.5314 8.6870  0.06
H -0.3735 4.2601 9.0450  0.09
H 0.8608 3.6302 7.9506  0.08
H -3.9202 0.4448 4.8692  0.11
H -3.3202 0.3297 3.2243  0.05
H -3.8964 3.0097 4.5784  0.08
H -5.0761 2.1569 3.5654  0.08
H -3.5504 2.7349 2.8774  0.06
H 1.1371 1.3958 6.9872  0.10
H 1.5090 -0.2200 6.4394  0.12
H -0.5941 0.2962 8.5981  0.07
H 1.1009 -0.1006 8.9378  0.09
H 0.0622 -1.2560 8.0967  0.08

The HOMO energy comes out at -11.97 eV. As for the lowest unoccupied orbital energy: -2.4 eV. The total charge is +1. The calculation puts the gap between HOMO and LUMO at 9.582 eV. The electronic energy is -3293.9531 Ha. The spin multiplicity is 1.



(2)
Computed, not measured: an isolated ion of composition CH3F3OP and charge +1, with ωB97M-V/def2-TZVPD.

Last column: Löwdin charge in e.
Geometry (Å):
C -1.4396 0.4151 -0.3113  -0.17
O -0.7066 -0.0551 0.6736  -0.13
F 2.0843 -1.5194 1.2812  -0.02
F 1.6085 -0.7519 -1.0068  -0.04
F 2.3103 0.8359 0.6712  -0.03
P 1.3441 -0.3855 0.4868  1.00
H -2.4685 0.0843 0.0552  0.20
H -1.5109 -0.0641 -1.2212  0.08
H -1.2216 1.4407 -0.6287  0.12

The HOMO energy (spin up / spin down) comes out at -16.98 / -16.98 eV. As for the lowest unoccupied orbital energy (spin up / spin down): -8.4 / -8.4 eV. The total charge is +1. The calculation puts the gap between HOMO and LUMO (spin up / spin down) at 8.578 / 8.577 eV. The electronic energy is -755.7676 Ha. The spin multiplicity is 1.



(3)
Computed, not measured: C26H58DyP4S as an isolated structure, with ωB97M-V/def2-TZVPD.

Last column: Löwdin charge in e.
Geometry (Å):
Dy -0.2624 -0.5168 -0.6866  1.09
P 1.7138 0.8462 0.7281  0.70
P -1.9850 1.6297 0.0168  0.69
P 0.6398 1.2477 -2.6567  0.67
H -0.5281 -3.2520 -1.2982  0.04
C 0.5167 -3.2084 -1.7175  -0.11
C 1.5582 -2.7379 -0.9316  -0.12
H 1.7064 -3.1211 0.0619  0.03
C 2.2636 0.5136 2.4717  -0.23
C 1.6109 2.6832 0.9426  -0.23
C 3.3757 0.7111 -0.0484  -0.24
C -3.5893 1.1887 -0.7486  -0.25
C -2.5745 2.0570 1.7010  -0.24
C -1.8030 3.3373 -0.6067  -0.24
C 1.9655 0.3973 -3.5947  -0.27
C 1.3415 2.9579 -2.6143  -0.23
C -0.7597 1.5452 -3.7926  -0.28
H 0.6359 -3.7925 -2.6486  0.08
H 2.4124 -2.1894 -1.2918  0.05
H 2.6122 -0.5242 2.5657  0.04
H 1.4482 0.7049 3.1819  0.04
H 3.0980 1.1976 2.6933  0.08
H 0.7105 2.9368 1.5166  0.04
H 1.6060 3.2085 -0.0162  0.02
H 2.5041 2.9788 1.5223  0.08
H 3.6903 -0.3386 -0.0536  0.05
H 4.0655 1.2937 0.5753  0.07
H 3.3875 1.0959 -1.0714  0.02
H -4.2725 2.0364 -0.6559  0.08
H -4.0036 0.3178 -0.2373  0.05
H -3.4352 0.9459 -1.8013  0.04
H -3.1890 2.9656 1.6493  0.08
H -1.7175 2.2435 2.3491  0.04
H -3.1680 1.2418 2.1133  0.04
H -2.6429 3.9151 -0.2063  0.07
H -1.8236 3.3750 -1.6956  0.04
H -0.8699 3.7665 -0.2507  0.04
H 1.9827 0.7594 -4.6322  0.08
H 1.7930 -0.6875 -3.6108  -0.02
H 2.9328 0.5751 -3.1153  0.05
H 1.5054 3.3120 -3.6465  0.09
H 2.2999 2.9695 -2.0782  0.04
H 0.6490 3.6478 -2.1175  0.04
H -0.4213 1.5365 -4.8311  0.07
H -1.2218 2.5101 -3.5650  0.05
H -1.5120 0.7609 -3.6815  -0.01
C -0.8148 -2.9118 -5.6841  -0.58
C -1.9135 -2.8213 -6.5949  -0.07
C -2.0009 -3.7287 -7.6815  -0.04
C -1.0362 -4.7439 -7.8474  -0.03
C 0.0357 -4.8315 -6.9462  -0.05
C 0.1419 -3.9389 -5.8728  -0.11
S -0.4783 -1.6940 -4.4406  0.81
H -1.3097 -1.8936 -3.3212  -0.11
H -2.7013 -2.0776 -6.4211  0.11
H -2.8307 -3.6549 -8.3924  0.12
H -1.1256 -5.4442 -8.6857  0.13
H 0.7900 -5.6074 -7.0762  0.12
H 0.9425 -4.0268 -5.1358  0.09
C -0.5333 -4.8720 1.1335  -0.10
C -1.3694 -3.9318 2.0021  -0.53
C -1.6317 -4.7026 3.3025  -0.09
P -0.6993 -2.1861 2.1077  1.04
C -1.9825 -1.1398 3.0146  -0.55
C -3.0798 -1.9099 3.7479  -0.09
C -1.3547 -0.0762 3.9324  -0.11
C 0.6569 -2.3500 3.3819  -0.54
C 0.2856 -2.8467 4.8031  -0.07
C 1.8560 -3.1297 2.8459  -0.11
H 0.4218 -5.1288 1.6067  0.08
H -0.3225 -4.4634 0.1428  0.02
H -1.0958 -5.8083 0.9966  0.11
H -2.3362 -3.7473 1.4980  0.10
H -0.7023 -5.1154 3.7131  0.08
H -2.1509 -4.1455 4.0786  0.06
H -2.2661 -5.5602 3.0433  0.11
H -2.4498 -0.6295 2.1653  0.04
H -2.7300 -2.3252 4.7034  0.08
H -3.8875 -1.2127 3.9928  0.10
H -3.5044 -2.7109 3.1295  0.08
H -0.5910 0.5038 3.4159  0.04
H -0.9191 -0.5245 4.8331  0.08
H -2.1356 0.6212 4.2722  0.10
H 0.9799 -1.3068 3.4933  0.04
H 0.2683 -3.9400 4.8560  0.07
H 1.0840 -2.5005 5.4672  0.10
H -0.6635 -2.4401 5.1621  0.06
H 2.1509 -2.8172 1.8447  0.04
H 2.7192 -2.9588 3.5031  0.10
H 1.6803 -4.2066 2.8399  0.08

The HOMO energy (spin up / spin down) comes out at -15.82 / -15.82 eV. As for the lowest unoccupied orbital energy (spin up / spin down): -10.1 / -10.3 eV. The total charge is +3. The calculation puts the gap between HOMO and LUMO (spin up / spin down) at 5.680 / 5.521 eV. The electronic energy is -3673.0855 Ha. As for the expectation value of S²: 9.34. The spin multiplicity is 6.